# 1
ORCA calculation (ωB97M-V/def2-TZVPD) on C5H12SSi in the gas phase in a non-equilibrium geometry.

Geometry (Å):
C: -2.810 -1.122 -0.496
C: -2.334 -0.094 0.205
S: -1.354 1.286 -0.391
Si: 0.642 0.487 -0.003
C: 0.662 -0.845 1.453
C: 1.135 -0.517 -1.496
C: 1.667 2.048 0.374
H: -2.616 -1.243 -1.532
H: -3.477 -1.913 -0.114
H: -2.517 0.017 1.304
H: 0.647 -0.551 2.470
H: -0.183 -1.458 1.460
H: 1.579 -1.452 1.221
H: 0.415 -1.340 -1.756
H: 1.073 0.284 -2.199
H: 2.077 -0.861 -1.724
H: 1.215 2.962 -0.177
H: 1.573 2.372 1.452
H: 2.607 1.940 -0.048

Values from the calculation:
- M (Da) = 132.304
- SMILES string = C=CS[Si](C)(C)C
- total energy (eV) = -24092.3756
- ΔE to the lowest compared entry with this formula, charge and spin (eV) = 0.375
- E_HOMO (eV) = -9.02



# 2
ORCA calculation (ωB97M-V/def2-TZVPD) on 2 unconnected molecules or ions with the total composition C5H12Se in a non-equilibrium geometry.

Geometry (Å):
C: 0.845 0.859 0.728
C: 1.065 -0.764 -1.274
C: 0.913 -1.657 1.041
C: -2.463 1.449 -0.481
C: 0.734 -0.481 0.099
Se: -2.255 -0.433 -0.066
H: 1.480 1.417 0.053
H: -0.159 1.387 0.720
H: 1.147 0.878 1.749
H: 0.894 0.123 -1.868
H: 2.142 -1.145 -1.282
H: 0.374 -1.475 -1.816
H: 1.158 -2.621 0.628
H: 1.652 -1.352 1.828
H: 0.015 -1.644 1.668
H: -2.955 2.004 0.365
H: -1.446 1.893 -0.731
H: -3.141 1.561 -1.361

Values from the calculation:
- M (Da) = 151.111
- total energy (eV) = -70722.9789
- ΔE to the lowest compared entry with this formula, charge and spin (eV) = 0.964
- E_HOMO (eV) = -7.28



# 3
ORCA calculation (ωB97M-V/def2-TZVPD) on 2 unconnected molecules or ions with the total composition C5H12Si2.

Geometry (Å):
C: -3.060 -1.722 -0.134
C: -3.287 -0.536 -0.159
C: 2.429 0.611 1.279
C: 0.795 -1.590 -0.181
C: 0.462 1.367 -1.031
Si: -3.810 1.219 0.134
Si: 0.765 0.205 0.447
H: -2.813 -2.745 -0.181
H: 3.260 0.509 0.588
H: 2.445 1.626 1.664
H: 2.617 -0.056 2.116
H: 0.735 -2.299 0.643
H: -0.042 -1.781 -0.846
H: 1.711 -1.805 -0.733
H: -0.255 0.932 -1.724
H: 0.063 2.327 -0.709
H: 1.380 1.561 -1.583
H: -3.081 1.803 -1.030
H: -0.312 0.372 1.440

Values from the calculation:
- M (Da) = 128.323
- total energy (eV) = -21131.6419
- ΔE to the lowest compared entry with this formula, charge and spin (eV) = 2.641
- E_HOMO (eV) = -8.76



# 4
ORCA calculation (ωB97M-V/def2-TZVPD) on a molecular structure, C5H13BeCl2Ir in a non-equilibrium geometry.

Geometry (Å):
Ir: -0.465 0.967 1.121
Cl: -0.299 2.066 3.114
C: -1.737 2.220 0.218
H: -2.311 1.766 -0.601
H: -1.091 3.029 -0.168
H: -2.383 2.622 1.017
Be: 1.237 -0.711 -0.759
C: 0.660 -2.292 -0.744
C: 2.856 -0.287 -0.954
C: 0.115 0.578 -0.827
H: 3.080 -0.417 -2.023
H: 3.079 0.754 -0.669
H: 3.507 -0.938 -0.353
H: 0.572 -2.630 -1.786
H: 1.402 -2.941 -0.260
H: -0.310 -2.429 -0.251
H: 0.510 1.528 -1.252
H: -0.808 0.324 -1.388
Cl: -3.174 -0.587 0.851
C: -1.560 -0.591 1.636
H: -1.785 -0.484 2.709
H: -1.096 -1.546 1.369

Values from the calculation:
- M (Da) = 345.294
- charge = -2
- total energy (eV) = -33675.7312
- ΔE to the lowest compared entry with this formula, charge and spin (eV) = 0.000
- E_HOMO (alpha / beta) (eV) = 2.32 / -0.98
- 2S+1 = 5



# 5
ORCA calculation (ωB97M-V/def2-TZVPD) on a molecular structure, C5H13Br2N2OP in a non-equilibrium geometry.

Geometry (Å):
C: -1.341 1.583 2.059
C: -0.520 -0.886 1.775
C: -0.554 -1.153 -1.570
C: 0.602 0.664 -2.755
C: 3.637 -0.508 0.710
N: -0.653 0.499 1.322
N: 0.065 0.197 -1.484
O: 0.302 2.472 -0.206
P: 0.312 1.049 0.029
Br: 3.403 -1.175 2.481
Br: 3.690 -1.730 -0.691
H: -1.073 2.467 1.493
H: -2.342 1.346 1.877
H: -1.019 1.423 3.044
H: -1.402 -1.323 2.007
H: 0.195 -1.350 1.167
H: 0.012 -0.777 2.673
H: 0.205 -1.897 -1.102
H: -1.564 -1.275 -1.048
H: -0.532 -1.377 -2.537
H: 0.939 1.621 -2.481
H: 1.572 0.190 -2.989
H: -0.081 0.688 -3.499
H: 4.443 0.233 0.796

Values from the calculation:
- M (Da) = 307.954
- total energy (eV) = -159793.2387
- E_HOMO (alpha / beta) (eV) = -7.02 / -8.65



# 6
ORCA calculation (ωB97M-V/def2-TZVPD) on a molecular structure, C5H13BrNO3P in a non-equilibrium geometry.

Geometry (Å):
C: 2.665 -0.708 0.126
C: 1.212 -0.287 0.240
C: 0.819 0.642 1.358
N: -0.644 0.917 1.037
C: -0.838 0.569 -0.430
P: -1.891 -0.876 -0.710
O: -1.405 -1.657 -1.840
O: -3.357 -0.297 -0.836
O: -1.974 -1.761 0.639
C: 0.588 0.474 -0.935
H: 3.319 0.098 -0.194
H: 2.738 -1.567 -0.532
H: 3.021 -1.053 1.099
H: 0.653 -1.229 0.301
H: 0.881 0.225 2.362
H: 1.398 1.559 1.376
H: -0.931 1.871 1.248
H: -1.180 0.272 1.616
H: -1.354 1.374 -0.965
H: -4.010 -0.974 -0.614
H: -1.173 -2.291 0.727
H: 0.690 0.083 -1.937
H: 0.831 1.575 -1.036
Br: -0.057 3.043 -2.100

Values from the calculation:
- M (Da) = 246.041
- total energy (eV) = -92361.2361
- ΔE to the lowest compared entry with this formula, charge and spin (eV) = 0.000
- E_HOMO (eV) = -7.25



# 7
ORCA calculation (ωB97M-V/def2-TZVPD) on 2 unconnected molecules or ions with the total composition C5H13Cl2N2P in a non-equilibrium geometry.

Geometry (Å):
C: 0.682 -3.050 -1.454
C: 2.012 -0.675 1.194
C: 1.221 1.520 1.019
C: -2.050 0.478 -1.452
C: -1.312 -0.440 0.722
N: 1.492 0.327 0.276
N: -1.024 0.203 -0.510
P: 0.615 0.019 -1.106
Cl: -0.844 -3.389 -1.528
Cl: 0.660 1.750 -2.286
H: 1.146 -3.234 -2.458
H: 1.274 -0.963 1.986
H: 2.138 -1.528 0.570
H: 2.964 -0.303 1.726
H: 2.119 1.696 1.581
H: 0.801 2.162 0.210
H: 0.541 1.296 1.858
H: -1.673 0.908 -2.342
H: -2.534 -0.511 -1.756
H: -2.854 0.997 -1.066
H: -1.985 0.123 1.302
H: -1.771 -1.420 0.624
H: -0.389 -0.679 1.215

Values from the calculation:
- M (Da) = 203.053
- total energy (eV) = -42705.4783
- ΔE to the lowest compared entry with this formula, charge and spin (eV) = 0.415
- E_HOMO (alpha / beta) (eV) = -7.85 / -7.85



# 8
ORCA calculation (ωB97M-V/def2-TZVPD) on a molecular structure, C5H13ClI2N2OPPdS in a non-equilibrium geometry.

Geometry (Å):
I: 0.917 2.653 -3.113
I: 3.900 1.386 0.315
Pd: -1.006 0.191 0.902
P: -0.794 -1.887 -0.010
C: 0.382 -2.435 -1.259
C: -0.451 -3.052 1.356
H: -3.059 -1.930 0.031
H: -2.413 -3.359 -0.968
H: -2.460 -1.673 -1.690
C: -2.370 -2.268 -0.761
H: -1.177 -2.727 2.116
H: -0.631 -4.081 0.964
H: 0.191 -3.491 -1.473
H: 1.384 -2.275 -0.843
H: 0.601 -2.906 1.668
H: 0.213 -1.806 -2.149
C: 0.374 0.304 -0.394
O: 1.357 0.392 -1.011
Cl: -2.746 -0.648 2.293
N: 0.398 4.219 -0.345
C: 0.630 3.473 0.720
N: 1.848 3.660 1.306
S: -0.619 2.575 1.488
H: 1.143 4.704 -0.792
H: -0.401 4.064 -0.897
H: 2.231 2.876 1.862
H: 2.556 4.039 0.685

Values from the calculation:
- M (Da) = 575.894
- charge = +3
- total energy (eV) = -62717.4917
- ΔE to the lowest compared entry with this formula, charge and spin (eV) = 2.036
- E_HOMO (alpha / beta) (eV) = -19.82 / -19.06
- 2S+1 = 5